{"formula": "C4H8S2", "method": "ωB97M-V/def2-TZVPD", "elements": ["C", "C", "C", "S", "C", "S", "H", "H", "H", "H", "H", "H", "H", "H"], "coordinates": [[-1.32123, -0.63046, 0.60910], [-0.20715, 0.26981, 0.15400], [0.70575, -0.25271, -0.89064], [-0.97449, 1.78566, -0.57528], [0.63162, 3.28379, -0.08836], [0.47826, 4.68932, -0.75203], [-1.63274, -1.20728, -0.34629], [-0.87818, -1.30329, 1.32853], [-2.18248, 0.00931, 1.05587], [0.45043, 0.73463, 0.88082], [0.33066, -0.52572, -1.92017], [0.91539, -1.17680, -0.46260], [1.58169, 0.25476, -0.97333], [1.47370, 2.97040, 0.46405]], "forces_ev_per_a": [[-1.040, 0.340, -0.934], [-0.570, 3.050, -1.442], [-2.211, -2.446, -1.196], [2.231, 2.482, 1.134], [-3.191, -1.560, -1.883], [-0.025, 0.567, -0.049], [0.014, 0.781, 1.804], [-0.406, -0.526, 0.309], [1.424, -1.485, -0.734], [-0.290, -0.523, 0.895], [-0.180, 0.790, 1.134], [1.232, -2.264, 0.431], [2.411, 1.753, -0.319], [0.599, -0.958, 0.848]], "total_energy_ha": -953.47538, "largest_force_ev_per_a": 4.0, "multiplicity": 1, "molar_mass_g_mol": 120.24, "charge": 0, "relative_energy_kcal_mol": 69.8, "e_homo_ev": -8.6, "homo_lumo_gap_ev": 8.22}